(1)
{"formula": "C30H40N3", "method": "ωB97M-V/def2-TZVPD", "species": ["C", "C", "C", "C", "N", "C", "C", "C", "C", "C", "H", "H", "H", "H", "H", "H", "H", "H", "H", "H", "H", "H", "H", "H", "H", "C", "C", "C", "N", "C", "C", "C", "C", "C", "C", "C", "C", "C", "N", "C", "C", "C", "C", "C", "C", "C", "C", "C", "H", "H", "H", "H", "H", "H", "H", "H", "H", "H", "H", "H", "H", "H", "H", "H", "H", "H", "H", "H", "H", "H", "H", "H", "H"], "xyz": [[-1.245, -4.554, 2.729], [-1.282, -3.021, 2.538], [0.150, -2.579, 2.442], [1.001, -3.601, 2.642], [2.401, -3.509, 2.585], [3.311, -4.621, 2.939], [4.749, -4.091, 2.790], [4.637, -2.555, 2.618], [3.132, -2.224, 2.588], [0.254, -4.876, 2.925], [-1.849, -4.879, 3.587], [-1.650, -5.073, 1.849], [-1.843, -2.731, 1.640], [-1.769, -2.533, 3.393], [0.471, -1.579, 2.203], [3.097, -4.939, 3.965], [3.113, -5.468, 2.273], [5.365, -4.355, 3.660], [5.241, -4.542, 1.918], [5.139, -2.022, 3.437], [5.127, -2.227, 1.692], [2.848, -1.659, 1.693], [2.818, -1.650, 3.466], [0.461, -5.199, 3.953], [0.600, -5.673, 2.254], [-5.272, -1.779, -5.923], [-6.034, -2.184, -4.639], [-5.058, -1.969, -3.469], [-3.924, -1.171, -3.993], [-2.769, -0.813, -3.239], [-1.937, -1.779, -2.649], [-0.845, -1.402, -1.914], [-0.545, -0.034, -1.693], [0.540, 0.317, -0.850], [0.841, 1.576, -0.273], [-0.086, 2.643, -0.196], [0.288, 3.865, 0.287], [1.600, 4.095, 0.738], [2.013, 5.375, 1.219], [2.422, 6.462, 0.280], [2.115, 7.816, 0.943], [1.408, 7.504, 2.280], [1.332, 5.974, 2.395], [2.497, 3.015, 0.757], [2.125, 1.789, 0.285], [-1.341, 0.923, -2.364], [-2.416, 0.542, -3.113], [-3.892, -1.280, -5.469], [-5.180, -2.621, -6.619], [-5.810, -0.995, -6.469], [-6.932, -1.569, -4.512], [-6.385, -3.221, -4.684], [-5.516, -1.425, -2.638], [-4.675, -2.913, -3.076], [-2.168, -2.821, -2.792], [-0.213, -2.153, -1.471], [1.238, -0.473, -0.632], [-1.115, 2.476, -0.461], [-0.432, 4.665, 0.327], [3.487, 6.346, 0.050], [1.868, 6.334, -0.654], [3.033, 8.392, 1.112], [1.488, 8.441, 0.296], [1.955, 7.935, 3.127], [0.406, 7.948, 2.314], [0.299, 5.617, 2.407], [1.822, 5.599, 3.300], [3.486, 3.184, 1.146], [2.824, 0.971, 0.315], [-1.070, 1.964, -2.328], [-3.018, 1.283, -3.610], [-3.098, -1.981, -5.736], [-3.632, -0.305, -5.891]], "forces_ev_per_angstrom": [[0.23, 0.13, -0.11], [-0.47, 0.56, 0.07], [0.27, -0.57, -0.15], [1.08, 0.95, -0.24], [0.36, -0.34, -0.07], [-0.72, 0.16, 0.02], [-0.04, -0.01, -0.09], [-0.05, 0.01, -0.02], [-0.82, -0.65, 0.09], [0.49, -0.70, 0.15], [0.24, 0.13, -0.25], [0.19, 0.16, 0.21], [-0.08, -0.06, 0.18], [-0.11, -0.05, -0.18], [-0.09, 0.29, 0.08], [0.19, -0.13, 0.01], [0.12, 0.02, 0.16], [-0.26, 0.08, -0.22], [-0.20, 0.13, 0.19], [-0.21, -0.15, -0.18], [-0.16, -0.13, 0.21], [0.04, 0.13, 0.02], [0.05, 0.19, -0.03], [0.02, -0.08, -0.17], [-0.08, 0.01, 0.20], [-0.06, 0.08, 0.02], [0.00, 0.11, -0.01], [0.88, -0.09, 0.52], [-0.55, 0.49, -0.06], [-1.01, -0.54, -0.74], [-0.40, 0.03, 0.12], [0.16, 0.18, 0.21], [0.31, 0.09, 0.14], [-0.51, 0.32, -0.26], [-0.10, -0.07, 0.10], [-0.02, -0.20, 0.05], [0.18, 0.18, 0.17], [0.09, 0.87, 0.22], [0.27, 0.56, 0.33], [0.09, -0.86, -0.38], [0.06, 0.03, 0.07], [0.00, 0.07, 0.05], [-0.24, -0.83, -0.18], [0.02, 0.69, -0.04], [-0.25, -0.37, -0.30], [0.09, 0.04, -0.06], [-0.11, -0.09, -0.32], [0.68, 0.40, 0.33], [0.10, 0.18, 0.22], [0.13, -0.12, 0.21], [0.27, -0.05, 0.01], [0.21, 0.22, 0.08], [0.01, -0.11, -0.08], [-0.23, -0.27, 0.05], [-0.02, -0.18, 0.01], [0.15, -0.17, 0.13], [0.20, -0.32, 0.14], [-0.11, 0.04, -0.01], [-0.11, 0.17, 0.06], [-0.14, 0.13, -0.03], [0.02, 0.17, -0.11], [-0.17, -0.27, -0.03], [0.11, -0.28, 0.12], [-0.08, -0.18, -0.22], [0.21, -0.18, -0.06], [-0.13, 0.13, 0.23], [-0.15, 0.14, -0.05], [0.17, 0.02, 0.11], [0.17, -0.20, -0.04], [-0.01, 0.06, -0.08], [-0.13, 0.08, -0.13], [0.00, -0.08, -0.26], [-0.04, -0.11, -0.14]], "gap_ha": 0.14221, "homo_ev": -9.16, "charge": 1, "mol_weight_g_mol": 442.7, "max_force_ha_per_bohr": 0.02839, "multiplicity": 1, "relative_energy_kcal_mol": 92.14}



(2)
{"formula": "C4H7NO", "method": "ωB97M-V/def2-TZVPD", "species": ["H", "N", "C", "C", "O", "H", "H", "C", "C", "H", "H", "H", "H"], "xyz": [[-0.445, -2.659, -1.018], [0.382, -2.852, -0.468], [1.228, -2.002, -0.241], [2.718, -1.988, 0.020], [2.207, -0.777, -0.431], [3.299, -2.612, -0.661], [2.970, -2.129, 1.072], [-1.407, 2.603, 0.208], [-2.679, 2.270, 0.383], [-0.848, 3.186, 0.956], [-0.979, 2.796, -0.765], [-3.227, 1.701, -0.354], [-3.219, 2.463, 1.299]], "forces_ev_per_angstrom": [[-0.35, 0.48, 0.11], [-1.75, 0.11, -0.63], [7.48, 0.69, 0.21], [-2.69, -2.78, 1.34], [-3.39, 0.50, -0.88], [0.18, 0.37, -0.08], [0.52, 0.64, -0.06], [-0.05, 2.18, 0.23], [0.19, -0.59, 0.11], [-0.43, -0.53, 0.04], [0.19, -1.16, -0.34], [-0.11, 0.34, -0.33], [0.21, -0.24, 0.29]], "gap_ha": 0.37292, "homo_ev": -9.48, "mol_weight_g_mol": 85.1, "max_force_ha_per_bohr": 0.14611, "multiplicity": 1, "relative_energy_kcal_mol": 123.99}



(3)
{"formula": "C10H19FNO2", "method": "ωB97M-V/def2-TZVPD", "species": ["C", "C", "C", "C", "C", "C", "N", "C", "C", "C", "F", "C", "O", "O", "H", "H", "H", "H", "H", "H", "H", "H", "H", "H", "H", "H", "H", "H", "H", "H", "H", "H", "H"], "xyz": [[-2.425, 0.288, 2.097], [-2.505, 0.997, 0.746], [-1.879, 2.397, 0.833], [-1.932, 0.127, -0.385], [-0.403, 0.219, -0.529], [0.355, -1.076, -0.835], [0.221, -1.964, 0.345], [1.857, -0.781, -1.018], [2.487, 0.040, 0.106], [3.970, 0.380, -0.127], [4.506, -0.199, -1.284], [-0.154, -1.842, -2.109], [0.690, -2.593, -2.637], [-1.346, -1.698, -2.405], [-2.968, 0.841, 2.865], [-2.860, -0.708, 2.019], [-1.381, 0.176, 2.398], [-3.569, 1.140, 0.531], [-2.617, 3.118, 1.182], [-1.505, 2.727, -0.134], [-1.043, 2.402, 1.533], [-2.238, -0.906, -0.256], [-2.397, 0.424, -1.323], [-0.013, 0.575, 0.428], [-0.133, 0.978, -1.265], [0.617, -2.858, 0.074], [-0.765, -2.131, 0.509], [1.983, -0.284, -1.979], [2.374, -1.733, -1.097], [1.966, 0.990, 0.206], [2.403, -0.510, 1.039], [4.122, 1.454, -0.229], [4.580, 0.010, 0.699]], "forces_ev_per_angstrom": [[0.05, 0.05, -0.25], [-0.15, -0.09, 0.07], [-0.10, -0.19, -0.03], [0.16, 0.39, -0.17], [-0.14, -0.20, 0.32], [0.27, 0.18, 0.02], [0.10, 0.10, 0.06], [-0.20, 0.07, 0.22], [0.40, 0.13, -0.39], [-0.09, -0.24, 0.08], [-0.06, 0.01, 0.03], [0.56, -0.17, 0.31], [0.23, -0.21, -0.12], [-0.90, 0.23, -0.29], [0.07, 0.05, 0.13], [-0.04, -0.07, 0.07], [0.02, -0.04, 0.10], [-0.05, -0.06, -0.07], [0.02, 0.12, 0.09], [-0.03, 0.08, -0.08], [0.09, 0.06, -0.01], [-0.10, -0.11, 0.08], [0.02, -0.04, -0.09], [0.06, 0.01, 0.05], [-0.02, 0.00, -0.14], [-0.05, -0.10, -0.01], [-0.03, -0.09, -0.05], [0.07, 0.05, -0.07], [0.00, -0.08, -0.16], [-0.11, 0.03, 0.16], [-0.20, 0.01, 0.13], [0.04, 0.07, -0.02], [0.09, 0.07, 0.02]], "gap_ha": 0.26745, "homo_ev": -3.99, "charge": -1, "mol_weight_g_mol": 204.3, "max_force_ha_per_bohr": 0.01888, "multiplicity": 1, "relative_energy_kcal_mol": 0.00}



(4)
{"formula": "C19H13BrF2S", "method": "ωB97M-V/def2-TZVPD", "species": ["F", "C", "C", "C", "C", "C", "C", "S", "C", "C", "C", "C", "Br", "C", "C", "C", "C", "C", "C", "C", "F", "C", "C", "H", "H", "H", "H", "H", "H", "H", "H", "H", "H", "H", "H", "H"], "xyz": [[3.186, 1.510, 10.713], [2.751, 1.936, 9.477], [2.119, 3.165, 9.385], [1.641, 3.545, 8.122], [1.707, 2.667, 7.037], [2.272, 1.397, 7.171], [2.065, 0.351, 6.031], [2.112, 1.187, 4.533], [1.324, 0.186, 3.311], [-0.055, -0.073, 3.334], [-0.634, -0.800, 2.281], [0.173, -1.277, 1.236], [-0.567, -2.446, -0.065], [1.529, -0.924, 1.160], [2.098, -0.182, 2.199], [2.914, -0.927, 6.048], [3.658, -1.354, 4.955], [4.287, -2.604, 4.968], [4.295, -3.377, 6.135], [3.612, -2.893, 7.239], [3.766, -3.534, 8.447], [2.854, -1.725, 7.199], [2.908, 1.079, 8.381], [1.991, 3.788, 10.267], [1.198, 4.530, 7.991], [1.277, 2.985, 6.083], [1.006, 0.038, 6.123], [-0.654, 0.316, 4.160], [-1.697, -1.039, 2.284], [2.140, -1.265, 0.331], [3.144, 0.119, 2.195], [3.771, -0.736, 4.063], [4.769, -2.992, 4.070], [4.815, -4.329, 6.186], [2.286, -1.408, 8.069], [3.484, 0.165, 8.502]], "forces_ev_per_angstrom": [[-0.12, 0.38, -1.11], [0.07, -0.36, 0.14], [-0.06, -0.11, -0.42], [0.28, -0.34, 0.26], [-0.38, 0.43, 0.20], [0.29, -0.23, 0.03], [-0.46, -1.15, 1.64], [0.59, 2.06, -2.31], [-0.36, -0.15, -0.37], [0.37, -0.26, -0.59], [0.38, -0.21, 0.15], [0.33, 0.54, 0.55], [0.06, 0.25, 0.11], [-0.31, -0.05, 0.37], [-0.61, -0.19, 0.16], [-0.30, 0.11, 0.58], [0.35, -0.36, -0.35], [-0.16, -0.07, 0.56], [-0.11, 0.13, -0.30], [0.18, 0.25, 0.61], [-0.42, 0.26, -0.98], [0.45, -0.43, -0.15], [-0.25, 0.18, 0.27], [0.11, -0.11, -0.21], [0.03, -0.23, 0.03], [0.14, -0.19, 0.44], [0.40, -0.13, 0.36], [0.06, -0.21, -0.28], [0.26, 0.08, 0.04], [-0.12, 0.07, 0.07], [-0.21, -0.20, -0.21], [-0.22, -0.21, 0.45], [0.00, 0.23, 0.27], [-0.07, 0.20, 0.05], [0.07, -0.26, -0.18], [-0.25, 0.26, 0.10]], "gap_ha": 0.33924, "homo_ev": -8.76, "mol_weight_g_mol": 391.3, "max_force_ha_per_bohr": 0.06124, "multiplicity": 1, "relative_energy_kcal_mol": 3.56}



Question: Which formula does entry 2 have?
Answer: C4H7NO



Question: Which formula does entry 3 have?
Answer: C10H19FNO2